Run i
This record from the Open Molecules 2025 dataset describes a cluster of 2 separate species, C5H17N2O in total. The level of theory is wB97M-V/def2-TZVPD.

Last column: natural (NBO) charge in e.
Atoms and positions in Å:
N (-0.549, -1.180, -0.255)  -0.6831
C (-0.061, -0.223, -1.290)  -0.0556
C (-0.682, 1.136, -1.036)  -0.4326
C (-0.171, 1.843, 0.242)  -0.4193
C (-1.220, 2.126, 1.312)  -0.6058
C (1.469, -0.306, -1.387)  -0.2528
N (1.915, -1.672, -1.051)  -0.8814
H (-1.541, -1.350, -0.409)  0.4359
H (-0.023, -2.063, -0.283)  0.4738
H (-0.453, -0.787, 0.677)  0.4503
H (-0.430, -0.598, -2.250)  0.2234
H (-1.766, 0.995, -0.961)  0.2150
H (-0.568, 1.818, -1.877)  0.2545
H (0.279, 2.821, 0.065)  0.2356
H (0.632, 1.235, 0.666)  0.1789
H (-0.787, 2.439, 2.252)  0.2310
H (-1.805, 1.215, 1.545)  0.1823
H (-2.025, 2.763, 0.948)  0.2258
H (1.869, -0.082, -2.373)  0.2327
H (1.931, 0.437, -0.744)  0.2056
H (2.418, -2.134, -1.798)  0.3960
H (2.453, -1.698, -0.202)  0.3826
H (0.090, -1.619, 3.066)  0.4933
H (-0.571, -3.000, 2.751)  0.5021
O (-0.405, -2.116, 2.391)  -0.9883

Output
- charge = +1
- LUMO energy (eV) = -2.9
- orbital gap (Ha) = 0.4024



Run ii
This record from the Open Molecules 2025 dataset describes a cluster of 2 separate species, C5H17N2O in total. The level of theory is wB97M-V/def2-TZVPD.

Last column: natural (NBO) charge in e.
Atoms and positions in Å:
C (-0.698, -0.926, -1.803)  -0.2716
N (-1.612, 0.091, -1.139)  -0.6431
C (-2.972, -0.490, -0.972)  -0.4501
C (0.227, -1.579, -0.810)  -0.2132
N (0.545, -0.521, 0.273)  -0.5354
C (1.488, -0.980, 1.460)  -0.2052
C (2.521, 0.174, 1.630)  -0.6422
H (-0.250, -0.317, -2.648)  0.2253
H (-1.232, -1.782, -2.220)  0.2180
H (-1.764, 0.845, -1.797)  0.3759
H (-3.701, 0.296, -1.133)  0.2264
H (-3.095, -1.239, -0.180)  0.2044
H (-3.293, -1.236, -1.717)  0.1836
H (1.238, -1.703, -1.347)  0.2455
H (-0.210, -2.368, -0.236)  0.2322
H (-0.161, 0.091, 0.740)  0.4714
H (1.056, 0.235, -0.193)  0.4226
H (1.943, -1.889, 0.951)  0.2139
H (0.977, -1.200, 2.391)  0.2395
H (2.113, 0.632, 2.564)  0.2384
H (3.618, -0.039, 1.799)  0.2624
H (2.445, 0.853, 0.824)  0.2000
H (1.297, 3.761, 0.955)  0.4743
H (-0.154, 4.087, 1.163)  0.4833
O (0.450, 3.338, 1.133)  -0.9561

Output
- charge = +1
- LUMO energy (eV) = -2.7
- orbital gap (Ha) = 0.3855



Unit: eV. Relative energies: run i 0.000; run ii 2.220.



Run i
This record from the Open Molecules 2025 dataset describes a cluster of 2 separate species, C4H15N3O in total. The level of theory is wB97M-V/def2-TZVPD.

Last column: natural (NBO) charge in e.
Atoms and positions in Å:
C (-0.658, -1.171, -0.121)  -0.2294
C (-0.582, -0.903, -1.646)  -0.4098
C (-1.306, 0.440, -2.018)  -0.2128
N (-0.769, 1.773, -1.755)  -0.8378
N (0.678, -1.466, 0.335)  -0.6439
C (0.835, -1.482, 1.808)  -0.0576
N (1.568, -0.288, 2.381)  -0.8376
H (-1.148, -2.161, -0.030)  0.1883
H (-1.275, -0.449, 0.339)  0.1672
H (-1.061, -1.679, -2.273)  0.2102
H (0.431, -0.825, -2.070)  0.1979
H (-2.302, 0.334, -1.634)  0.1806
H (-1.370, 0.341, -3.117)  0.1740
H (0.225, 1.894, -1.537)  0.3577
H (-1.032, 1.989, -0.787)  0.3512
H (1.431, -0.899, -0.037)  0.3533
H (-0.141, -1.504, 2.385)  0.1836
H (1.535, -2.277, 2.081)  0.1812
H (1.328, 0.606, 1.951)  0.3501
H (2.423, -0.341, 1.823)  0.3281
H (0.199, 2.293, 1.988)  0.4846
H (0.475, 3.354, 0.847)  0.4868
O (0.516, 2.420, 1.089)  -0.9659

Output
- charge = 0
- LUMO energy (eV) = 0.5
- SMILES = NCCCNCN.O
- orbital gap (Ha) = 0.3346



Run ii
This record from the Open Molecules 2025 dataset describes a cluster of 2 separate species, C4H15N3O in total. The level of theory is wB97M-V/def2-TZVPD.

Last column: natural (NBO) charge in e.
Atoms and positions in Å:
N (1.393, 0.989, -0.907)  -0.8608
C (0.464, 0.552, -1.983)  -0.2437
C (-0.480, -0.586, -1.649)  -0.2487
N (-1.443, -0.384, -0.543)  -0.6643
C (-1.048, -0.779, 0.776)  -0.2269
C (-1.438, 0.246, 1.807)  -0.2213
N (-0.339, 1.171, 2.071)  -0.8359
H (2.116, 1.630, -1.291)  0.3712
H (0.914, 1.403, -0.231)  0.3649
H (1.162, 0.147, -2.819)  0.2059
H (-0.167, 1.495, -2.250)  0.1701
H (-1.180, -0.947, -2.535)  0.2099
H (0.128, -1.565, -1.456)  0.2199
H (-1.996, 0.416, -0.553)  0.3624
H (-1.587, -1.669, 1.077)  0.1785
H (0.106, -0.887, 0.772)  0.1933
H (-2.454, 0.766, 1.509)  0.1837
H (-1.707, -0.401, 2.708)  0.1624
H (0.575, 0.595, 2.242)  0.3510
H (-0.523, 1.565, 2.937)  0.3531
H (2.848, -1.525, 0.795)  0.4651
H (2.145, -0.704, -0.351)  0.4884
O (2.512, -1.527, -0.127)  -0.9782

Output
- charge = 0
- LUMO energy (eV) = 0.9
- SMILES = NCCNCCN.O
- orbital gap (Ha) = 0.3396



Run iii
This record from the Open Molecules 2025 dataset describes a cluster of 2 separate species, C4H15N3O in total. The level of theory is wB97M-V/def2-TZVPD.

Last column: natural (NBO) charge in e.
Atoms and positions in Å:
C (0.305, -0.204, 0.159)  -0.2102
N (-0.299, -0.904, 1.248)  -0.6430
C (-0.935, -2.228, 1.024)  -0.0774
N (-2.203, -2.479, 0.347)  -0.8198
C (-0.437, 1.075, -0.188)  -0.2498
N (-1.510, 0.755, -1.145)  -0.6403
C (-2.444, 1.812, -1.395)  -0.4224
H (0.317, -0.983, -0.806)  0.1746
H (1.321, -0.030, 0.324)  0.1912
H (-0.966, -0.231, 1.660)  0.3482
H (-0.156, -2.976, 0.771)  0.1913
H (-1.116, -2.481, 2.043)  0.1847
H (-2.140, -2.392, -0.650)  0.3441
H (-2.826, -1.640, 0.443)  0.3404
H (-0.798, 1.788, 0.685)  0.1661
H (0.285, 1.557, -0.807)  0.1963
H (-1.847, -0.105, -0.855)  0.3479
H (-2.195, 2.684, -2.158)  0.2081
H (-3.265, 1.270, -2.098)  0.1977
H (-2.904, 2.124, -0.469)  0.1722
H (7.182, 1.562, -0.466)  0.4709
H (6.045, 2.491, 0.133)  0.4764
O (6.526, 1.629, 0.189)  -0.9473

Output
- charge = 0
- LUMO energy (eV) = 0.9
- SMILES = CNCCNCN.O
- orbital gap (Ha) = 0.3562



Run iv
This record from the Open Molecules 2025 dataset describes a cluster of 3 separate species, C4H15N3O in total. The level of theory is wB97M-V/def2-TZVPD.

Last column: natural (NBO) charge in e.
Atoms and positions in Å:
C (-2.730, 0.185, -0.335)  -0.0713
C (-1.499, 1.064, -0.132)  -0.2398
N (-0.590, 0.411, 0.801)  -0.8336
O (-3.488, 0.064, 0.854)  -0.7206
H (-3.847, 0.930, 1.080)  0.4623
H (0.346, -0.771, 0.150)  0.3029
H (-1.083, 0.148, 1.649)  0.3787
H (-3.343, 0.582, -1.155)  0.1606
H (-2.418, -0.829, -0.590)  0.1878
H (-1.815, 2.063, 0.215)  0.1626
H (-0.971, 1.182, -1.081)  0.1946
C (1.134, -1.503, -0.524)  -0.7202
C (1.742, -0.550, -1.534)  -0.6093
N (2.071, -0.144, 1.839)  -0.2639
N (2.247, 0.970, 1.339)  -0.3322
H (2.860, -0.815, 1.803)  0.3013
H (0.187, 1.031, 1.077)  0.3940
H (3.183, 1.163, 0.929)  0.2997
H (0.457, -2.213, -0.997)  0.1941
H (1.893, -2.110, -0.034)  0.1817
H (2.608, -0.975, -2.043)  0.1951
H (2.048, 0.374, -1.025)  0.1772
H (1.009, -0.257, -2.286)  0.1986

Output
- charge = 0
- LUMO energy (eV) = 0.7
- SMILES = [H]/N=N\[H].NCCO.CC
- orbital gap (Ha) = 0.3276



Unit: eV. Relative energies: run i 0.000; run ii 0.112; run iii 0.988; run iv 1.592.



Run i
This record from the Open Molecules 2025 dataset describes a cluster of 2 separate species, C11H12NO2 in total. The level of theory is wB97M-V/def2-TZVPD.

Last column: natural (NBO) charge in e.
Atoms and positions in Å:
C (0.010, -1.972, -2.873)  -0.6200
C (-1.248, -0.554, -1.096)  0.0096
C (0.258, 0.992, -0.606)  0.1390
C (-0.184, -0.852, -1.878)  -0.1466
C (0.796, 0.181, -1.625)  -0.0353
C (0.965, 2.061, -0.061)  -0.2150
C (2.286, 2.186, -0.470)  -0.2389
C (2.060, 0.457, -2.138)  -0.2400
C (2.844, 1.395, -1.481)  -0.2580
N (-1.017, 0.572, -0.309)  -0.5723
H (-1.262, 0.460, 0.706)  0.4683
H (-2.163, -1.080, -0.866)  0.2154
H (0.541, 2.747, 0.654)  0.2176
H (-0.973, -2.352, -3.181)  0.2078
H (0.566, -2.799, -2.439)  0.2082
H (2.925, 2.907, 0.019)  0.1919
H (2.522, -0.065, -2.974)  0.1953
H (3.878, 1.551, -1.755)  0.1929
H (0.462, -1.574, -3.785)  0.2013
C (-0.905, -1.517, 4.001)  -0.7290
C (-1.492, -0.808, 2.775)  0.7703
O (-0.864, 0.189, 2.323)  -0.7956
O (-2.492, -1.344, 2.251)  -0.7766
H (-0.236, -2.302, 3.642)  0.2068
H (-1.668, -2.000, 4.604)  0.2024
H (-0.244, -0.842, 4.544)  0.2005

Output
- charge = -1
- LUMO energy (eV) = 3.5
- orbital gap (Ha) = 0.2927



Run ii
This record from the Open Molecules 2025 dataset describes a cluster of 2 separate species, C11H12NO2 in total. The level of theory is wB97M-V/def2-TZVPD.

Last column: natural (NBO) charge in e.
Atoms and positions in Å:
C (-2.026, -1.026, 3.757)  -0.7512
C (-0.826, -2.082, 3.807)  0.7537
O (-1.085, -3.229, 3.396)  -0.7775
O (0.267, -1.676, 4.303)  -0.7996
H (-2.779, -1.309, 3.056)  0.1951
H (-1.727, -0.030, 3.569)  0.1871
H (-2.481, -1.048, 4.725)  0.2021
C (0.882, 2.241, -3.623)  -0.6563
C (0.998, -0.363, -0.988)  0.1884
C (0.412, 0.828, -1.460)  -0.1202
C (1.002, 1.000, -2.791)  -0.0928
C (1.747, -0.127, -3.065)  -0.0486
C (-0.367, -0.335, 1.086)  -0.1875
C (0.678, -0.839, 0.259)  -0.2389
C (-0.951, 0.822, 0.528)  -0.2172
C (-0.529, 1.503, -0.679)  -0.2388
N (1.827, -0.945, -1.985)  -0.5598
H (-0.429, -0.730, 2.023)  0.2546
H (1.071, -1.825, 0.619)  0.2182
H (-1.793, 1.225, 1.219)  0.2063
H (-0.995, 2.447, -1.024)  0.2094
H (2.127, -1.893, -1.891)  0.4095
H (2.441, -0.145, -3.793)  0.1883
H (0.659, 3.001, -2.743)  0.2200
H (-0.036, 1.976, -4.268)  0.2329
H (1.913, 2.560, -4.037)  0.2229

Output
- charge = -1
- LUMO energy (eV) = 2.8
- orbital gap (Ha) = 0.2544



Run iii
This record from the Open Molecules 2025 dataset describes a cluster of 2 separate species, C11H12NO2 in total. The level of theory is wB97M-V/def2-TZVPD.

Last column: natural (NBO) charge in e.
Atoms and positions in Å:
C (-0.291, -1.818, -2.885)  -0.6125
C (-0.041, -0.553, 0.517)  0.1311
C (0.234, -1.666, -0.440)  0.0118
C (-0.638, -1.362, -1.573)  -0.2346
C (-1.168, -0.112, -1.238)  0.0473
C (0.692, -0.396, 1.592)  -0.2530
C (1.790, -1.284, 1.775)  -0.2537
C (2.003, -2.399, 1.004)  -0.2557
C (1.159, -2.664, -0.143)  -0.2961
N (-1.112, 0.300, 0.077)  -0.6202
H (0.505, 0.383, 2.364)  0.2191
H (2.387, -1.151, 2.671)  0.1894
H (-1.751, 1.327, 0.742)  0.4980
H (2.677, -3.173, 1.333)  0.1903
H (-1.676, 0.523, -2.012)  0.1689
H (1.317, -3.516, -0.751)  0.1951
H (-0.783, -1.504, -3.822)  0.2001
H (-0.312, -2.837, -2.895)  0.1962
H (0.781, -1.595, -3.035)  0.1863
C (-0.570, 3.558, 0.473)  -0.7523
C (-1.236, 3.139, 1.719)  0.7781
O (-1.013, 3.658, 2.775)  -0.6422
O (-2.046, 2.126, 1.506)  -0.7657
H (0.238, 4.345, 0.639)  0.2089
H (-1.328, 3.845, -0.329)  0.2212
H (0.183, 2.826, -0.067)  0.2444

Output
- charge = -1
- LUMO energy (eV) = 3.6
- orbital gap (Ha) = 0.2641



Unit: eV. Relative energies: run i 0.000; run ii 2.383; run iii 1.868.